Here is a cluster of 7 separate species, H12NO9 in total from OMol25. Energies are from ωB97M-V/def2-TZVPD.

Its total energy is -20109.820 eV. Its lowest unoccupied orbital energy is 3.30 eV. The value obtained for the relative energy (zero: lowest compared OMol25 entry of this formula, charge and spin) is 2.514 eV. As for the charge: -1.

Positions of all 22 atoms, in Å:
N  0.51888  -0.22255  -0.26297
O  1.20396  0.59624  0.20623
O  -0.73183  0.11642  -0.55467
O  0.68447  -1.45346  -0.17386
O  -0.14359  3.03553  0.77582
H  0.74683  3.50058  0.89226
H  0.11900  2.21551  0.51396
O  -1.02663  -0.99059  -3.00404
H  -1.94273  -1.39052  -2.83796
H  -0.86379  -0.22174  -2.30171
O  2.04331  2.06992  -2.11057
H  1.65849  1.76636  -1.26512
H  1.30332  2.33957  -2.69632
O  0.49498  -3.94422  0.93472
H  0.52777  -2.99074  0.48240
H  0.27563  -3.86773  1.87365
O  1.33545  -0.17404  3.02149
H  2.29958  -0.31008  3.06858
H  1.24111  -0.09492  2.20256
O  -3.43557  0.20153  0.23704
H  -3.81435  -0.30837  0.97411
H  -2.49425  0.12728  0.02442

***

Here is a structure of composition H12NaO6 from OMol25. Energies are from ωB97M-V/def2-TZVPD.

Its total energy is -16892.575 eV. Its lowest unoccupied orbital energy is -3.27 eV. The value obtained for the relative energy (zero: lowest compared OMol25 entry of this formula, charge and spin) is 0.754 eV. As for the charge: +1.

Positions of all 19 atoms, in Å:
Na  19.51718  -12.24997  33.10889
O  18.51758  -13.03028  30.58222
H  18.81280  -13.64159  31.22012
H  18.05022  -13.50698  29.92340
O  21.37279  -13.19466  31.86169
H  22.08200  -13.76888  32.04850
H  21.67947  -12.44471  31.36390
O  18.87204  -14.38481  32.84724
H  19.56240  -14.81767  32.37976
H  18.08154  -14.82147  32.65547
O  17.84893  -10.70821  32.47538
H  17.49105  -11.09626  31.65705
H  17.60035  -9.79942  32.48007
O  20.83628  -10.17384  33.84072
H  21.63489  -9.67782  33.74400
H  20.42939  -9.67363  34.55423
O  17.81682  -11.83715  34.87884
H  17.46382  -12.71452  34.97407
H  17.54809  -11.59260  34.00309

***

Here is a structure of composition H12O14SV2 from OMol25. Energies are from ωB97M-V/def2-TZVPD.

Its total energy is -91058.616 eV. Its lowest unoccupied orbital energy is -4.48 eV. The value obtained for the relative energy (zero: lowest compared OMol25 entry of this formula, charge and spin) is 13.339 eV.

Positions of all 29 atoms, in Å:
O  -1.67011  1.63367  0.12167
V  -0.48746  0.52534  0.42959
O  0.78786  1.22637  1.04930
O  5.40854  -1.80270  0.55182
V  5.02391  -3.26498  1.03217
O  5.71845  -4.13890  -0.14649
S  -0.16787  -4.27413  -0.19213
O  -0.56714  -5.26250  0.80570
O  0.92134  -3.48751  0.39918
O  0.30472  -4.91054  -1.41218
O  -1.21319  -3.28276  -0.44138
O  5.15250  3.55677  0.27430
H  4.52881  4.24291  0.51191
H  4.79071  2.75928  0.66076
O  -0.21270  3.09129  5.78929
H  -0.72173  3.87838  5.59537
H  0.66569  3.28719  5.46325
O  -2.93731  -1.14941  -4.41544
H  -2.42496  -1.67544  -3.80142
H  -2.35972  -1.03020  -5.16937
O  -2.22350  -1.06647  3.63739
H  -1.91448  -0.82720  4.51117
H  -2.75240  -1.85203  3.77666
O  0.70356  0.77947  -3.35711
H  0.29073  1.26413  -4.07188
H  1.51187  0.43455  -3.73645
O  -5.42533  4.15706  -2.52100
H  -4.67476  3.58452  -2.36268
H  -6.05610  3.60393  -2.98188

***

Here is a cluster of 6 separate species, H12O5S in total from OMol25. Energies are from ωB97M-V/def2-TZVPD.

Its total energy is -21266.719 eV. Its lowest unoccupied orbital energy (spin up / spin down) is 3.20 / 3.12 eV. The multiplicity is 2. The value obtained for the relative energy (zero: lowest compared OMol25 entry of this formula, charge and spin) is 0.467 eV. As for the charge: -1.

Positions of all 18 atoms, in Å:
S  -0.06545  -2.25393  -3.38385
H  -0.40259  -1.83134  -2.13178
H  -0.14687  -3.53647  -3.00721
H  -1.26986  1.85449  -3.13863
H  -1.90324  0.88011  -2.13489
O  -1.09861  1.40084  -2.29398
H  1.47944  -3.35935  -0.78948
H  1.78044  -2.38957  0.34268
O  1.93816  -3.30202  0.06482
H  0.02593  0.05274  -0.76915
H  1.02699  0.66950  0.25830
O  0.33128  0.00372  0.15015
H  -0.31451  4.39990  2.32505
H  0.05220  3.03139  2.87157
O  -0.62028  3.48224  2.34146
H  -0.89338  0.18831  3.56171
H  0.15310  0.10094  2.46679
O  -0.07273  0.60849  3.26642

***

Here is a cluster of 6 separate species, H12O5S2 in total from OMol25. Energies are from ωB97M-V/def2-TZVPD.

Its total energy is -32102.365 eV. Its lowest unoccupied orbital energy is -0.09 eV. The value obtained for the relative energy (zero: lowest compared OMol25 entry of this formula, charge and spin) is 1.011 eV. The structure (SMILES) is SS.O.O.O.O.O.

Positions of all 19 atoms, in Å:
S  -0.36555  3.68833  2.74993
S  1.69394  3.21254  2.92573
H  -0.68409  2.43130  2.88220
H  1.72150  3.61498  4.20860
O  -0.96621  1.70762  -1.35243
H  -1.74030  2.28202  -1.40730
H  -0.27513  2.37080  -1.45908
O  -2.73322  0.66183  2.60331
H  -2.43608  0.08099  1.88897
H  -2.01958  0.93576  3.19831
O  -1.24213  -1.63884  -1.97462
H  -2.17657  -1.79835  -1.89561
H  -1.07442  -0.83089  -1.45594
O  1.14782  -3.05236  -1.26772
H  0.56692  -3.78680  -1.08818
H  0.51955  -2.37227  -1.53157
O  3.71097  -2.69845  -2.43280
H  2.95452  -2.96690  -1.91256
H  3.39805  -1.84132  -2.67924

***

Here is a cluster of 6 separate species, H12O6 in total from OMol25. Energies are from ωB97M-V/def2-TZVPD.

Its total energy is -12478.577 eV. Its lowest unoccupied orbital energy is 0.12 eV. The value obtained for the relative energy (zero: lowest compared OMol25 entry of this formula, charge and spin) is 2.537 eV. The structure (SMILES) is O.O.O.O.O.O.

Positions of all 18 atoms, in Å:
O  0.40019  -0.61960  1.72046
H  0.53759  -1.42989  1.26060
H  -0.61987  -0.56128  1.59620
O  1.85482  -1.96930  -0.87980
H  1.85713  -1.41825  -1.71146
H  2.17186  -1.43626  -0.16165
O  3.74784  1.85547  0.15522
H  4.40597  2.49664  0.19079
H  4.31432  1.06462  0.21494
O  -3.85512  1.47662  -0.42233
H  -4.35889  0.91786  0.14783
H  -3.32921  0.90246  -0.99164
O  -2.47365  -0.83134  0.28619
H  -2.17455  -0.00045  -0.09160
H  -2.92299  -0.58879  1.06500
O  0.36955  0.07048  -0.88209
H  0.18259  0.66852  -0.14186
H  -0.41295  -0.47375  -1.19839